One molecule with the formula FNO4S at a distorted geometry. Source: OMol25; level of theory: ωB97M-V/def2-TZVPD.

Results
SMILES: O=[N+]([O-])S(=O)(=O)F
E_LUMO (Ha): -0.0282
Multiplicity: 1
Relative energy (zero: lowest compared OMol25 entry of this formula, charge and spin) (kcal/mol): 26.8
DFT total energy (Eh): -853.6156
Max |F| (hartree/bohr): 0.08098
Kohn-Sham gap (eV): 10.93

```
7
Properties=species:S:1:pos:R:3:forces:R:3
O 1.623161 -0.952195 -0.673617 0.90 -1.07 -0.53
N 1.081627 -0.151277 -0.029890 -2.97 2.82 0.78
O 1.420177 0.773378 0.664567 2.18 0.04 0.45
S -0.800350 0.170254 0.100913 1.30 -3.01 -1.48
O -1.084663 -0.308893 1.396259 -0.59 -0.27 -0.20
O -1.222764 1.410534 -0.392965 -0.01 0.48 -0.39
F -1.017191 -0.941799 -1.065269 -0.81 1.02 1.38
```
Forces are in eV/Å.